# C38H33AuNO2P2S

C38H33AuNO2P2S as an isolated structure (the ωB97M-V functional and the def2-TZVPD basis, the OMol25 dataset).

Structure (XYZ):
```
78
Properties=species:S:1:pos:R:3:forces:R:3:lowdin_charge:R:1
Au -1.224 -0.873 -1.229 0.00 -0.46 -0.14 0.77
O -1.105 1.221 0.670 0.20 0.13 0.65 -0.56
S -0.369 2.592 0.187 0.15 -0.13 0.24 1.26
C 0.871 2.618 1.484 -0.12 -0.01 0.02 -0.35
C 1.835 3.605 1.575 -0.10 0.01 0.03 -0.02
C 2.548 3.700 2.764 -0.01 0.01 -0.01 0.00
C 2.263 2.865 3.837 -0.01 -0.02 0.02 0.00
C 1.280 1.890 3.735 0.20 -0.27 -0.09 -0.02
C 0.609 1.732 2.527 -0.30 0.32 -0.06 -0.27
P -0.727 0.598 2.203 0.31 -0.20 -0.43 1.06
C -2.126 0.748 3.259 -0.03 -0.05 -0.34 -0.30
C -2.154 -0.073 4.394 -0.01 0.05 0.06 -0.05
C -3.194 0.073 5.296 0.09 -0.10 0.02 -0.03
C -4.204 0.993 5.055 -0.04 0.02 0.00 -0.01
C -4.179 1.797 3.921 0.05 0.00 -0.08 -0.03
C -3.137 1.680 3.017 -0.02 0.18 0.04 -0.05
C -0.194 -1.078 2.069 -0.10 0.21 0.14 -0.33
C -1.166 -2.057 1.814 -0.09 -0.05 0.08 -0.11
C -0.794 -3.387 1.798 0.02 0.01 -0.05 -0.03
C 0.527 -3.743 2.067 -0.09 -0.05 -0.02 -0.01
C 1.483 -2.778 2.339 0.06 0.20 -0.04 -0.03
C 1.133 -1.435 2.329 0.00 -0.03 0.01 -0.06
C 0.559 2.503 -1.334 -0.32 -0.09 -0.13 -0.37
C 0.789 3.854 -1.604 -0.04 0.02 -0.01 -0.11
C 1.709 4.219 -2.578 0.05 -0.02 0.01 -0.01
C 2.377 3.230 -3.274 -0.03 0.03 0.03 0.01
C 2.072 1.892 -3.046 0.06 -0.03 0.09 -0.06
C 1.125 1.481 -2.108 0.29 0.02 0.06 -0.32
P 0.806 -0.321 -2.058 -0.31 0.13 -0.05 0.93
C 0.661 -0.934 -3.762 0.05 0.00 -0.03 -0.37
C 0.392 -2.307 -3.864 0.00 0.07 0.01 -0.14
C 0.279 -2.909 -5.105 -0.02 0.02 -0.03 -0.05
C 0.402 -2.146 -6.259 0.00 0.06 0.02 -0.03
C 0.608 -0.777 -6.165 -0.03 -0.08 -0.02 -0.04
C 0.729 -0.168 -4.924 0.00 -0.01 0.04 -0.08
C 2.334 -0.944 -1.312 -0.06 -0.10 0.13 -0.34
C 2.852 -2.197 -1.642 0.00 0.09 -0.05 -0.06
C 3.977 -2.675 -0.988 0.03 0.01 0.02 -0.04
C 4.592 -1.914 -0.003 -0.02 -0.01 0.00 -0.04
C 4.098 -0.654 0.309 0.00 -0.03 0.02 -0.07
C 2.969 -0.174 -0.334 -0.02 0.00 -0.06 -0.11
H 2.010 4.311 0.775 0.03 -0.03 -0.04 0.12
H 3.303 4.466 2.867 0.05 0.01 -0.01 0.14
H 2.801 2.982 4.767 0.00 0.02 0.03 0.14
H 1.061 1.246 4.577 -0.01 -0.01 0.02 0.13
H -1.376 -0.803 4.580 -0.01 -0.03 -0.03 0.12
H -3.220 -0.542 6.185 -0.01 -0.01 0.00 0.13
H -5.023 1.080 5.756 0.00 0.03 0.02 0.13
H -4.969 2.513 3.745 -0.02 0.01 -0.01 0.13
H -3.113 2.309 2.136 -0.03 0.00 -0.01 0.11
H -2.201 -1.784 1.642 0.04 -0.01 0.00 0.10
H -1.533 -4.150 1.596 0.00 -0.01 0.01 0.13
H 0.806 -4.788 2.079 0.00 -0.03 0.00 0.13
H 2.499 -3.067 2.567 0.01 0.01 -0.01 0.12
H 1.874 -0.682 2.557 0.06 0.03 -0.04 0.10
H 0.258 4.629 -1.059 -0.03 0.01 -0.03 0.12
H 1.890 5.265 -2.779 0.00 0.02 -0.01 0.14
H 3.119 3.490 -4.016 0.01 0.01 -0.02 0.14
H 2.598 1.138 -3.617 0.00 0.00 0.00 0.13
H 0.252 -2.908 -2.972 0.03 0.00 -0.01 0.09
H 0.082 -3.969 -5.171 0.01 -0.02 0.00 0.12
H 0.315 -2.615 -7.230 0.01 -0.01 -0.01 0.12
H 0.676 -0.176 -7.062 -0.02 0.00 0.00 0.12
H 0.848 0.905 -4.889 0.03 -0.02 -0.01 0.10
H 2.414 -2.787 -2.434 -0.03 -0.02 0.03 0.10
H 4.389 -3.635 -1.267 -0.01 -0.03 0.02 0.12
H 5.466 -2.296 0.507 0.05 0.02 -0.03 0.12
H 4.607 -0.038 1.038 0.00 0.00 0.03 0.12
H 2.616 0.824 -0.101 -0.02 0.00 0.03 0.09
C -5.466 -1.282 -0.178 -0.03 -0.05 0.01 0.03
C -4.284 -1.231 -1.088 -0.14 -0.15 -0.26 -0.53
N -4.476 -0.919 -2.359 0.00 0.01 0.02 0.22
O -3.148 -1.530 -0.640 0.22 0.35 0.25 -0.18
H -6.301 -0.696 -0.554 0.00 0.00 0.01 0.10
H -5.178 -0.939 0.813 -0.01 0.02 0.00 0.09
H -5.787 -2.322 -0.091 0.01 -0.01 0.00 0.12
H -5.404 -0.753 -2.719 0.03 0.02 0.01 0.14
H -3.717 -0.991 -3.021 -0.01 0.02 0.00 0.12
```
Positions in Å, forces in eV/Å.

charge = +3
HOMO-LUMO gap = 7.14 eV
E = -2888.79799 a.u.



# C38H33BrO9S

A 3-piece molecular cluster, C38H33BrO9S overall at a distorted geometry (the ωB97M-V functional and the def2-TZVPD basis, the OMol25 dataset).

Structure (XYZ):
```
82
Properties=species:S:1:pos:R:3:forces:R:3:lowdin_charge:R:1
C -8.112 4.970 -2.965 0.03 -0.48 -0.48 0.03
C -7.447 3.847 -3.703 1.31 0.05 -1.53 -0.51
O -6.492 3.971 -4.470 -1.64 -0.40 1.64 0.09
O -8.030 2.646 -3.420 0.49 0.64 0.38 -0.02
C -7.109 1.551 -3.350 0.05 -0.20 -0.46 -0.17
C -6.110 1.707 -2.206 -0.20 -0.65 -0.74 -0.17
C -5.617 0.323 -1.768 -0.04 0.40 0.51 -0.15
C -5.049 0.196 -0.328 -0.47 -0.17 -0.57 -0.15
C -4.654 1.481 0.343 0.29 -0.42 0.19 -0.39
O -4.383 1.133 1.737 -0.02 0.10 -0.14 -0.20
S -4.242 2.388 2.683 -0.03 0.84 1.33 0.60
O -4.008 1.925 4.008 0.33 -0.50 -0.21 -0.25
O -5.340 3.292 2.503 -0.17 -0.11 -0.65 -0.26
C -2.808 3.173 2.009 -0.11 -0.18 -0.43 -0.22
C -3.037 3.416 0.512 0.30 0.13 0.83 -0.25
C -3.446 2.176 -0.245 0.25 0.21 -0.22 -0.60
Br -1.908 0.974 -0.400 -0.05 -0.02 0.04 0.85
H -9.180 4.921 -3.142 -0.24 0.06 0.02 0.09
H -7.703 5.907 -3.309 0.07 0.27 0.07 0.09
H -7.944 4.802 -1.908 0.03 0.16 0.24 0.09
H -6.593 1.450 -4.299 0.12 0.03 -0.20 0.13
H -7.715 0.665 -3.225 -0.31 -0.09 0.16 0.12
H -5.279 2.264 -2.623 0.11 0.51 0.35 0.11
H -6.624 2.247 -1.420 0.08 0.14 0.29 0.12
H -4.883 -0.036 -2.480 0.14 -0.05 -0.18 0.12
H -6.467 -0.346 -1.820 -0.09 -0.31 -0.07 0.11
H -5.803 -0.277 0.290 -0.13 0.03 0.25 0.13
H -4.209 -0.483 -0.359 0.26 -0.11 0.19 0.08
H -5.479 2.185 0.362 -0.13 0.19 -0.08 0.14
H -2.693 4.115 2.525 -0.08 0.21 0.24 0.11
H -1.935 2.565 2.211 0.05 -0.29 0.02 0.10
H -2.118 3.824 0.112 0.13 0.09 -0.27 0.11
H -3.805 4.179 0.431 -0.27 0.06 -0.23 0.13
H -3.661 2.471 -1.260 -0.10 -0.10 -0.29 0.09
O 1.089 -2.743 2.911 0.07 0.03 0.01 0.10
C 1.232 -3.477 1.954 -0.02 0.10 0.11 -0.28
C 1.135 -2.951 0.564 0.01 -0.13 -0.03 -0.08
C 0.890 -1.599 0.369 -0.05 0.14 -0.05 -0.03
C 0.845 -1.083 -0.913 0.02 -0.02 -0.06 -0.10
C 1.041 -1.915 -2.009 -0.04 -0.01 0.06 -0.04
C 1.262 -3.268 -1.822 0.00 0.10 -0.09 0.00
C 1.306 -3.793 -0.537 0.02 0.01 0.11 -0.08
C 1.536 -5.253 -0.354 0.02 -0.09 -0.15 -0.28
O 1.632 -5.995 -1.308 0.00 -0.01 0.00 0.11
C 1.650 -5.777 1.037 -0.02 0.12 0.04 -0.08
C 1.899 -7.129 1.233 0.03 -0.12 0.06 0.00
C 2.038 -7.627 2.517 -0.01 0.04 0.04 -0.06
C 1.930 -6.776 3.612 0.00 -0.03 -0.05 -0.06
C 1.670 -5.430 3.423 0.02 -0.08 0.11 0.00
C 1.525 -4.926 2.138 0.00 -0.02 -0.12 -0.08
H 0.745 -0.954 1.225 -0.01 -0.06 0.07 0.12
H 0.671 -0.026 -1.060 0.08 0.03 -0.03 0.06
H 1.021 -1.505 -3.010 0.00 0.01 -0.01 0.11
H 1.409 -3.922 -2.670 0.00 -0.09 0.05 0.12
H 1.987 -7.784 0.378 -0.01 0.07 -0.08 0.12
H 2.235 -8.680 2.667 0.00 -0.01 0.00 0.11
H 2.047 -7.166 4.614 0.00 -0.01 0.01 0.11
H 1.581 -4.765 4.271 -0.04 0.09 -0.05 0.12
O 3.846 0.223 -0.847 -0.02 0.05 -0.16 0.10
C 4.851 0.602 -0.283 -0.16 -0.11 0.05 -0.27
C 5.045 0.335 1.169 0.11 0.05 0.01 -0.08
C 4.070 -0.375 1.859 -0.05 -0.06 0.08 0.01
C 4.245 -0.664 3.201 0.04 0.00 0.07 -0.04
C 5.398 -0.245 3.859 -0.03 0.00 -0.06 -0.05
C 6.367 0.474 3.179 -0.03 -0.05 0.14 0.00
C 6.192 0.771 1.833 -0.05 0.00 -0.11 -0.08
C 7.235 1.559 1.118 0.12 0.04 0.10 -0.28
O 8.209 1.984 1.704 0.01 0.00 -0.01 0.11
C 7.052 1.806 -0.341 -0.11 -0.07 0.01 -0.08
C 8.028 2.507 -1.037 0.07 0.06 -0.11 0.00
C 7.888 2.721 -2.397 -0.05 -0.02 -0.02 -0.06
C 6.772 2.235 -3.070 0.04 0.03 0.03 -0.06
C 5.790 1.547 -2.380 0.02 0.04 -0.13 0.00
C 5.923 1.333 -1.014 0.06 0.00 0.09 -0.08
H 3.179 -0.702 1.341 0.05 0.02 -0.08 0.10
H 3.485 -1.219 3.734 -0.03 -0.01 -0.01 0.10
H 5.539 -0.481 4.905 0.00 0.00 0.02 0.11
H 7.261 0.805 3.687 0.04 0.06 -0.07 0.12
H 8.895 2.878 -0.509 -0.02 -0.04 0.09 0.12
H 8.652 3.264 -2.937 0.01 0.01 -0.01 0.11
H 6.669 2.397 -4.134 0.00 0.01 -0.01 0.11
H 4.918 1.170 -2.896 -0.06 -0.04 0.08 0.12
```
Positions in Å, forces in eV/Å.

charge = 0
HOMO-LUMO gap = 8.75 eV
structure (SMILES) = CC(=O)OCCCC[C@H]1OS(=O)(=O)CC[C@H]1Br.O=C1c2ccccc2C(=O)c2ccccc21.O=C1c2ccccc2C(=O)c2ccccc21
E = -5117.27088 a.u.



# C38H33Cl2N3OPZr

C38H33Cl2N3OPZr as an isolated structure at a distorted geometry (the ωB97M-V functional and the def2-TZVPD basis, the OMol25 dataset).

Structure (XYZ):
```
79
Properties=species:S:1:pos:R:3:forces:R:3:lowdin_charge:R:1
Zr 0.598 -0.303 1.135 -0.52 -0.81 -1.17 1.72
C -0.876 3.532 3.459 0.02 -0.02 -0.01 0.00
C -0.343 2.161 3.196 -0.08 0.03 -0.05 -0.28
N -0.174 1.724 2.005 0.25 -0.02 0.24 -0.10
N -0.594 2.554 0.987 -0.12 0.05 -0.24 0.10
C -1.125 1.805 0.060 0.03 -0.13 0.04 -0.43
O -1.188 0.497 0.173 0.09 0.33 0.36 -0.27
C -1.641 2.454 -1.159 0.00 -0.01 -0.06 -0.14
C -2.551 1.792 -1.975 -0.07 -0.04 0.03 -0.01
C -3.012 2.397 -3.134 0.00 -0.02 0.00 -0.06
C -2.560 3.660 -3.485 0.03 0.03 0.02 -0.07
C -1.652 4.326 -2.669 -0.03 -0.01 -0.04 -0.07
C -1.197 3.730 -1.508 0.03 -0.04 0.02 -0.02
C -0.112 1.178 4.273 0.04 0.01 0.04 -0.24
C -0.013 1.564 5.602 -0.01 0.00 0.03 -0.02
C 0.099 0.595 6.584 0.00 -0.02 -0.01 -0.03
C 0.088 -0.732 6.200 0.00 0.03 -0.02 -0.03
C 0.009 -1.026 4.847 0.00 -0.08 0.03 -0.12
N -0.075 -0.110 3.886 -0.03 0.08 0.02 0.08
H -1.793 3.674 2.887 -0.01 0.00 0.00 0.10
H -0.174 4.282 3.087 -0.01 0.00 -0.01 0.10
H -1.082 3.710 4.510 0.01 -0.01 0.00 0.07
H -2.910 0.812 -1.691 0.03 0.04 -0.01 0.09
H -3.726 1.878 -3.760 0.00 0.01 0.00 0.10
H -2.916 4.129 -4.393 0.00 0.00 0.00 0.11
H -1.300 5.312 -2.943 0.00 0.00 0.00 0.11
H -0.486 4.235 -0.868 0.00 0.00 0.01 0.11
H -0.022 2.610 5.870 0.00 0.00 0.00 0.12
H 0.182 0.874 7.626 0.00 0.00 0.00 0.12
H 0.139 -1.534 6.921 0.00 0.00 0.00 0.12
H 0.002 -2.062 4.542 0.00 0.02 -0.03 0.10
C 1.321 -2.367 2.270 0.18 -0.16 -0.29 -0.22
C 1.531 -2.706 0.913 0.11 0.19 0.15 -0.19
C 2.569 -1.884 0.415 -0.30 -0.37 0.09 -0.17
C 3.060 -1.119 1.485 0.08 0.37 0.09 -0.19
C 2.300 -1.400 2.621 0.05 0.11 0.55 -0.24
H 0.622 -2.851 2.930 -0.01 -0.07 -0.06 0.09
H 0.996 -3.469 0.372 0.02 0.06 -0.05 0.09
H 2.953 -1.868 -0.591 -0.03 -0.04 -0.03 0.11
H 3.887 -0.428 1.447 -0.05 0.01 -0.08 0.09
H 2.467 -0.987 3.602 -0.02 0.03 -0.01 0.07
C -4.443 -1.645 -2.906 -0.01 0.00 0.00 -0.07
C -4.180 -1.763 -1.549 0.03 0.02 0.01 -0.07
C -2.872 -1.704 -1.092 0.00 0.04 -0.04 -0.12
C -1.819 -1.530 -1.987 0.01 -0.09 0.04 -0.38
C -2.089 -1.449 -3.351 0.04 0.02 0.01 -0.08
C -3.397 -1.492 -3.807 -0.01 -0.01 -0.01 -0.07
P -0.119 -1.531 -1.349 -0.04 0.30 0.36 1.09
C 0.592 -2.972 -2.190 0.04 -0.03 0.09 -0.36
C -0.120 -4.173 -2.159 0.03 -0.04 -0.05 -0.09
C 0.409 -5.314 -2.740 0.01 0.01 0.00 -0.07
C 1.655 -5.268 -3.354 -0.01 -0.01 0.01 -0.07
C 2.368 -4.079 -3.384 0.01 -0.01 -0.01 -0.06
C 1.842 -2.934 -2.801 0.02 -0.03 -0.04 -0.09
C 0.846 -0.096 -1.883 -0.13 0.17 -0.07 -0.41
C 0.995 0.337 -3.196 0.03 -0.01 -0.05 -0.08
C 1.688 1.508 -3.458 0.02 0.01 0.02 -0.07
C 2.223 2.234 -2.403 -0.01 -0.03 0.05 -0.07
C 2.078 1.792 -1.091 0.02 0.01 -0.07 -0.13
C 1.387 0.619 -0.797 0.12 -0.03 0.14 -0.27
H -5.463 -1.683 -3.266 0.00 0.00 0.00 0.11
H -4.992 -1.893 -0.846 0.00 0.00 0.00 0.11
H -2.670 -1.766 -0.030 0.01 0.00 0.03 0.10
H -1.279 -1.357 -4.063 -0.02 0.00 0.00 0.10
H -3.601 -1.417 -4.867 0.01 0.00 0.00 0.11
H -1.100 -4.212 -1.698 -0.01 0.01 0.01 0.11
H -0.153 -6.238 -2.717 0.00 -0.01 -0.01 0.11
H 2.064 -6.158 -3.813 0.00 0.00 0.00 0.11
H 3.335 -4.036 -3.867 0.00 -0.01 0.00 0.11
H 2.403 -2.008 -2.844 -0.03 0.00 0.00 0.10
H 0.577 -0.238 -4.015 0.01 0.03 0.00 0.10
H 1.804 1.854 -4.476 0.00 0.01 0.00 0.11
H 2.751 3.159 -2.600 0.01 0.00 -0.01 0.11
H 2.488 2.406 -0.299 0.01 0.02 -0.03 0.04
Cl 3.464 1.289 4.976 0.01 -0.01 0.02 0.59
C 3.075 2.620 3.889 0.01 0.02 -0.13 -0.94
Cl 2.997 2.105 2.189 0.13 0.15 0.13 0.63
H 3.849 3.374 3.961 0.02 -0.01 0.03 0.04
H 2.106 3.022 4.159 -0.01 0.00 0.02 0.01
```
Positions in Å, forces in eV/Å.

ΔE to the lowest compared entry with this formula, charge and spin = 49.8 kcal/mol
charge = +1
HOMO-LUMO gap = 7.51 eV
E = -3016.00709 a.u.